# 1
DFT (ωB97M-V/def2-TZVPD) results for C14H17NO2Sr as an isolated structure in a non-equilibrium geometry.

```
! RIJCOSX wB97M-V def2-TZVPD def2/J DEFGRID3
* xyz 0 1
C -2.261 -0.298 -1.791
C -0.359 -2.021 0.567
C -0.984 -0.448 -2.514
H -2.864 -0.840 -2.526
C 0.788 -2.140 -0.142
H -0.320 -1.504 1.536
H -0.488 0.463 -2.871
H 1.733 -1.816 0.308
C -0.260 -1.725 -2.605
H 0.201 -1.592 -3.604
H -1.066 -2.470 -2.665
C -2.584 -0.880 -0.356
H -3.663 -1.119 -0.383
H -2.526 -0.081 0.426
C -1.772 -2.156 0.042
H -1.815 -2.873 -0.793
H -2.321 -2.590 0.895
C 0.885 -2.330 -1.637
H 0.859 -3.425 -1.807
H 1.870 -2.006 -2.044
Sr -0.129 0.491 -0.391
H -2.548 0.777 -1.793
O 3.001 3.124 -0.792
C 2.168 2.239 -0.618
O 1.701 1.420 -1.532
C 1.679 2.183 0.958
C 2.196 3.131 1.830
C 1.776 3.135 3.163
C 0.830 2.252 3.705
C 0.305 1.307 2.840
N 0.819 1.319 1.574
H 2.915 3.813 1.403
H 2.205 3.872 3.810
H 0.490 2.248 4.732
H -0.459 0.542 3.076
*
```

Results
F_max = 3.11 eV/Å
energy relative to the best compared isomer or geometry (same formula, charge and spin) = 5.0 kcal per mole
electronic energy = -779.49292 hartree

Atom charges from the Mulliken analysis, given in e for atoms 1 to 2: number 1, C, carries -1.152; number 2, C, carries -0.803


# 2
DFT (ωB97M-V/def2-TZVPD) results for C14H17NO2Ti as an isolated structure in a non-equilibrium geometry.

```
! RIJCOSX wB97M-V def2-TZVPD def2/J DEFGRID3
* xyz 0 3
C -0.107 -0.432 -1.994
C -2.042 1.666 -1.454
C -1.020 -1.343 -1.526
H 0.971 -0.616 -1.899
C -2.709 0.834 -0.631
H -1.867 2.710 -1.172
H -0.702 -2.271 -1.037
H -2.912 1.139 0.399
C -2.486 -1.364 -1.891
H -2.904 -2.384 -1.941
H -2.596 -0.955 -2.912
C -0.308 0.622 -3.082
H -0.338 0.173 -4.101
H 0.554 1.307 -2.984
C -1.645 1.384 -2.878
H -2.471 0.787 -3.300
H -1.645 2.305 -3.478
C -3.323 -0.529 -0.891
H -4.338 -0.443 -1.303
H -3.421 -1.012 0.100
Ti 0.343 -0.026 0.527
H 0.910 -1.482 0.001
O 3.747 1.898 0.567
C 2.749 1.272 0.869
O 1.645 1.242 0.130
C 2.637 0.486 2.129
C 3.562 0.418 3.159
C 3.437 -0.353 4.328
C 2.263 -1.111 4.326
C 1.358 -1.029 3.252
N 1.530 -0.275 2.126
H 4.438 1.002 3.013
H 4.202 -0.338 5.113
H 2.088 -1.723 5.193
H 0.400 -1.557 3.245
*
```

Results
expectation value of S² = 2.029
F_max = 2.35 eV/Å
energy relative to the best compared isomer or geometry (same formula, charge and spin) = 0.0 kcal per mole
electronic energy = -1598.25419 hartree

Atom charges from the Mulliken analysis, given in e for atoms 1 to 2: number 1, C, carries -0.471; number 2, C, carries -0.172


# 3
DFT (ωB97M-V/def2-TZVPD) results for C14H18AgF6N5OPS as an isolated structure.

```
! RIJCOSX wB97M-V def2-TZVPD def2/J DEFGRID3
* xyz 0 2
Ag 0.309 -0.187 -0.426
C 0.749 -2.851 3.292
C 0.795 -1.436 2.778
C 1.933 -0.972 2.119
C 1.995 0.320 1.602
C 3.262 0.852 0.982
C 0.866 1.144 1.723
C -0.277 0.708 2.394
C -1.456 1.625 2.582
C -0.290 -0.583 2.919
H 1.597 -3.054 3.949
H 0.800 -3.556 2.459
H -0.169 -3.043 3.844
H 2.797 -1.624 2.028
H 3.888 1.325 1.742
H 3.046 1.608 0.227
H 3.852 0.051 0.536
H 0.897 2.147 1.310
H -1.465 2.011 3.605
H -2.395 1.097 2.417
H -1.413 2.470 1.897
H -1.181 -0.939 3.427
F -1.605 1.706 -0.503
P -1.015 2.586 -1.773
F -0.410 3.359 -3.014
F -0.945 1.156 -2.621
F -1.054 3.895 -0.879
F 0.505 2.238 -1.227
F -2.515 2.796 -2.293
C -4.202 -0.251 -2.045
N -2.868 -0.718 -1.707
C -2.617 -1.786 -0.976
N -3.650 -2.570 -0.623
S -1.047 -2.218 -0.456
H -4.104 0.717 -2.526
H -4.811 -0.130 -1.146
H -4.706 -0.933 -2.734
H -2.085 -0.132 -1.971
H -4.574 -2.432 -0.991
H -3.447 -3.402 -0.101
O 1.794 -1.027 -2.214
N 2.706 -0.264 -2.059
C 3.801 -0.069 -2.712
C 4.717 0.931 -2.242
N 5.481 1.712 -1.891
C 4.127 -0.833 -3.883
N 4.387 -1.444 -4.820
*
```

Results
expectation value of S² = 0.767
F_max = 0.60 eV/Å
energy relative to the best compared isomer or geometry (same formula, charge and spin) = 2.9 kcal per mole
electronic energy = -2379.16277 hartree

Atom charges from the Mulliken analysis, given in e for atoms 1 to 2: number 1, Ag, carries 0.819; number 2, C, carries -1.552


# 4
DFT (ωB97M-V/def2-TZVPD) results for C14H18AlBrCaFN3O4P as an isolated structure in a non-equilibrium geometry.

```
! RIJCOSX wB97M-V def2-TZVPD def2/J DEFGRID3
* xyz 1 1
C 3.236 -2.121 -0.130
P 2.081 -1.829 -1.608
C 3.004 -1.824 -3.257
C 1.064 -0.262 -1.348
C 1.728 1.155 -1.272
C 0.842 2.426 -1.044
C -0.674 2.210 -0.886
C -1.389 0.804 -0.942
N -2.811 0.799 -0.731
C -3.276 -0.541 -0.771
C -2.420 -1.810 -1.045
N -1.016 -1.771 -1.255
C -0.499 -0.433 -1.177
H 2.911 -1.366 0.693
H 3.008 -3.169 0.294
H 4.357 -1.964 -0.361
H 3.524 -2.856 -3.340
H 2.280 -1.776 -4.152
H 3.828 -1.041 -3.357
H 2.856 1.319 -1.361
H 1.255 3.497 -0.976
H -1.310 3.147 -0.684
H -4.401 -0.702 -0.590
H -2.936 -2.850 -1.068
F -4.374 -3.707 -0.128
C 3.261 2.656 2.556
O 3.435 1.831 1.422
H 4.089 2.485 3.243
H 3.254 3.706 2.252
H 2.320 2.403 3.053
H 2.687 2.003 0.828
Ca 4.980 2.896 4.744
C 4.303 5.817 0.830
O 3.269 5.677 0.175
O 5.440 6.024 0.344
O 4.371 5.763 2.086
C -7.563 -3.313 1.308
C -8.681 -4.291 1.137
N -9.564 -5.065 1.003
H -7.706 -2.431 0.620
H -7.537 -2.955 2.339
H -6.603 -3.792 1.067
Al 4.320 -3.116 1.825
Br -8.939 -1.632 -0.335
*
```

Results
F_max = 5.85 eV/Å
electronic energy = -4943.75955 hartree

Atom charges from the Mulliken analysis, given in e for atoms 1 to 2: number 1, C, carries -0.854; number 2, P, carries 0.160


# 5
DFT (ωB97M-V/def2-TZVPD) results for C14H18AlO6 as an isolated structure in a non-equilibrium geometry.

```
! RIJCOSX wB97M-V def2-TZVPD def2/J DEFGRID3
* xyz -1 1
C -5.205 -2.364 2.735
C -4.978 -1.687 1.388
C -3.646 -1.007 1.328
O -3.395 -0.012 1.954
O -2.798 -1.629 0.523
C -1.549 -0.930 0.253
C -0.710 -1.810 -0.674
C -0.300 -1.160 -1.989
O 0.354 -2.151 -2.765
Al 2.128 -1.939 -2.527
O 1.871 -0.126 -2.385
C 0.623 0.086 -1.877
O 0.599 0.740 -0.564
C 1.780 0.667 0.093
O 2.134 -0.311 0.670
C 2.608 1.901 0.146
C 3.383 2.305 -0.938
C 4.188 3.435 -0.834
C 4.232 4.179 0.341
C 3.443 3.781 1.419
C 2.641 2.649 1.320
H -6.173 -2.862 2.729
H -4.467 -3.135 2.927
H -5.232 -1.651 3.551
H -5.769 -0.965 1.222
H -5.018 -2.446 0.613
H -1.041 -0.826 1.204
H -1.745 0.060 -0.140
H -1.322 -2.665 -0.944
H 0.146 -2.212 -0.144
H -1.203 -0.921 -2.557
H 2.649 -2.673 -1.192
H 3.089 -2.407 -3.731
H 0.170 0.843 -2.532
H 3.355 1.730 -1.850
H 4.777 3.741 -1.685
H 4.868 5.046 0.418
H 3.464 4.374 2.320
H 2.050 2.350 2.172
*
```

Results
F_max = 2.42 eV/Å
electronic energy = -1238.29449 hartree

Atom charges from the Mulliken analysis, given in e for atoms 1 to 2: number 1, C, carries -1.174; number 2, C, carries -0.271


# 6
DFT (ωB97M-V/def2-TZVPD) results for a 3-piece molecular cluster, C14H18BN3O7P overall in a non-equilibrium geometry.

```
! RIJCOSX wB97M-V def2-TZVPD def2/J DEFGRID3
* xyz -1 1
N -1.930 0.545 0.583
P -1.025 -0.830 0.026
O 0.339 -0.675 0.920
C -0.620 -0.574 -1.761
C 0.234 -1.784 -2.244
O 1.532 -1.405 -1.995
B 1.589 0.109 -1.929
O 0.153 0.531 -2.154
H -1.328 1.366 0.535
H -2.713 0.653 -0.051
H 1.039 -1.220 0.522
H -1.553 -0.448 -2.320
H -0.096 -2.648 -1.651
H -0.026 -1.991 -3.288
H 2.385 0.587 -2.732
H 1.834 0.451 -0.797
C -3.594 -2.458 1.893
C -3.097 -3.440 2.740
C -3.781 -4.633 2.900
C -4.960 -4.829 2.203
C -5.473 -3.860 1.358
C -4.783 -2.669 1.207
N -5.679 -6.099 2.353
O -5.219 -6.927 3.118
O -6.699 -6.257 1.706
H -3.052 -1.531 1.766
H -2.171 -3.274 3.272
H -3.395 -5.397 3.558
H -6.396 -4.026 0.824
H -5.169 -1.904 0.549
C 5.380 6.276 -1.187
C 4.020 6.231 -0.911
C 3.408 5.020 -0.628
C 4.169 3.868 -0.622
C 5.522 3.894 -0.901
C 6.128 5.107 -1.186
N 3.524 2.580 -0.298
O 2.334 2.603 -0.075
O 4.239 1.598 -0.271
H 5.856 7.224 -1.403
H 3.436 7.141 -0.914
H 2.351 4.978 -0.414
H 6.099 2.982 -0.897
H 7.187 5.141 -1.404
*
```

Results
F_max = 1.84 eV/Å
electronic energy = -1601.34255 hartree

Atom charges from the Mulliken analysis, given in e for atoms 1 to 2: number 1, N, carries -0.713; number 2, P, carries 0.253


# 7
DFT (ωB97M-V/def2-TZVPD) results for C14H18Br3Cl3O12 as an isolated structure in a non-equilibrium geometry.

```
! RIJCOSX wB97M-V def2-TZVPD def2/J DEFGRID3
* xyz 0 1
C 0.020 0.869 -0.680
Br -1.248 -0.566 -0.893
Br -0.810 2.609 -0.437
Br 1.379 0.938 -2.072
H 0.598 0.747 0.224
C 1.200 -1.604 2.716
Cl 1.275 -1.598 4.505
Cl -0.370 -2.099 2.165
Cl 2.496 -2.654 2.106
H 1.460 -0.603 2.403
C -6.251 -1.646 0.176
C -6.862 -0.558 1.072
O -5.811 0.413 1.197
C -4.817 0.108 0.315
O -3.799 0.711 0.277
O -5.119 -0.988 -0.397
H -6.923 -1.938 -0.625
H -5.948 -2.525 0.742
H -7.215 -0.946 2.022
H -7.665 -0.024 0.559
C 2.572 -3.410 -1.488
C 1.043 -3.242 -1.308
O 0.581 -2.912 -2.629
C 1.613 -2.984 -3.509
O 1.501 -3.006 -4.678
O 2.781 -2.984 -2.834
H 2.900 -4.444 -1.391
H 3.124 -2.730 -0.847
H 0.819 -2.318 -0.762
H 0.532 -4.061 -0.810
C -1.806 1.105 4.008
C -1.309 2.071 5.093
O -0.226 2.753 4.436
C -0.041 2.277 3.201
O 0.747 2.674 2.413
O -0.843 1.209 2.971
H -2.789 1.392 3.626
H -1.947 0.086 4.358
H -0.900 1.582 5.976
H -2.024 2.815 5.434
C 5.502 3.120 -3.286
C 4.570 2.021 -2.846
O 3.632 2.014 -3.955
C 4.298 2.443 -5.058
O 3.836 2.447 -6.152
O 5.468 3.056 -4.710
H 6.513 2.939 -2.916
H 5.227 4.121 -2.949
H 3.992 2.279 -1.965
H 5.045 1.043 -2.796
*
```

Results
F_max = 1.90 eV/Å
energy relative to the best compared isomer or geometry (same formula, charge and spin) = 4.8 kcal per mole
electronic energy = -10549.76824 hartree

Atom charges from the Mulliken analysis, given in e for atoms 1 to 2: number 1, C, carries 0.149; number 2, Br, carries 0.056


# 8
DFT (ωB97M-V/def2-TZVPD) results for a 3-piece molecular cluster, C14H18Cl6O3S overall.

```
! RIJCOSX wB97M-V def2-TZVPD def2/J DEFGRID3
* xyz 0 1
C 2.199 -1.019 0.181
C 1.743 -1.621 -1.152
S 0.177 -0.970 -1.837
C 0.065 0.701 -1.171
C -1.036 0.952 -0.213
C -1.900 0.190 0.467
C -2.087 -1.267 0.517
Cl -0.964 -2.154 1.483
C -3.110 -1.852 -0.111
C -4.100 -1.076 -0.938
Cl -3.348 -3.547 -0.033
C -2.770 1.094 1.265
O -3.490 0.865 2.171
O -2.533 2.404 0.828
C -1.335 2.375 0.166
O -0.639 3.324 0.012
H 1.380 -0.603 0.765
H 2.716 -1.772 0.770
H 2.895 -0.200 -0.005
H 1.578 -2.689 -1.049
H 2.510 -1.440 -1.900
H -0.073 1.390 -2.007
H 1.007 1.005 -0.717
H -4.642 -0.374 -0.302
H -3.561 -0.502 -1.692
H -4.809 -1.744 -1.412
Cl 4.885 -0.704 -3.901
C 5.880 -2.047 -3.280
C 5.377 -3.388 -3.747
Cl 3.790 -3.776 -3.036
H 5.878 -1.982 -2.195
H 6.895 -1.890 -3.640
H 6.071 -4.167 -3.436
H 5.271 -3.421 -4.828
Cl -1.639 3.191 6.095
C -2.363 3.021 4.472
C -2.569 4.350 3.796
Cl -3.833 5.321 4.594
H -3.298 2.480 4.579
H -1.676 2.416 3.882
H -2.890 4.186 2.769
H -1.654 4.937 3.789
*
```

Results
SMILES string = CCSCC1=C(/C(Cl)=C(\C)Cl)C(=O)OC1=O.ClCCCl.ClCCCl
F_max = 0.64 eV/Å
electronic energy = -3929.32668 hartree

Atom charges from the Mulliken analysis, given in e for atoms 1 to 2: number 1, C, carries -1.343; number 2, C, carries 0.117